1.
{
  "formula": "C17H49NO10S7",
  "method": "ωB97M-V with the def2-TZVPD basis set",
  "species": ["C", "C", "N", "O", "C", "O", "O", "H", "H", "H", "H", "H", "H", "H", "C", "S", "O", "C", "H", "H", "H", "H", "H", "H", "C", "S", "O", "C", "H", "H", "H", "H", "H", "H", "C", "S", "O", "C", "H", "H", "H", "H", "H", "H", "C", "S", "O", "C", "H", "H", "H", "H", "H", "H", "C", "S", "O", "C", "H", "H", "H", "H", "H", "H", "C", "S", "O", "C", "H", "H", "H", "H", "H", "H", "C", "S", "O", "C", "H", "H", "H", "H", "H", "H"],
  "coordinates": [[5.629, 2.180, 0.771], [4.640, 3.293, 1.175], [3.879, 2.940, 2.369], [2.474, 2.902, 2.129], [2.141, 1.711, 1.531], [2.184, 0.625, 2.058], [1.676, 1.897, 0.289], [5.436, 1.314, 1.388], [6.655, 2.491, 0.897], [5.449, 1.879, -0.254], [5.202, 4.204, 1.354], [3.977, 3.509, 0.349], [4.028, 3.585, 3.123], [1.598, 2.847, 0.135], [0.157, 6.977, -0.283], [0.369, 5.208, -0.468], [1.838, 4.922, -0.480], [-0.205, 5.119, -2.162], [0.493, 7.255, 0.714], [0.752, 7.502, -1.030], [-0.900, 7.217, -0.396], [0.412, 5.764, -2.789], [-1.250, 5.428, -2.194], [-0.115, 4.086, -2.491], [-0.706, -0.845, 2.209], [-0.864, -2.022, 0.868], [-1.777, -1.421, -0.151], [-1.845, -3.212, 1.783], [-0.155, 0.016, 1.845], [-1.698, -0.535, 2.538], [-0.156, -1.306, 3.029], [-2.759, -2.728, 2.132], [-1.257, -3.593, 2.613], [-2.093, -4.028, 1.107], [-5.016, 7.443, 1.181], [-3.450, 6.616, 0.880], [-3.418, 6.232, -0.560], [-3.822, 5.135, 1.821], [-5.007, 8.386, 0.637], [-5.833, 6.818, 0.822], [-5.121, 7.636, 2.248], [-4.718, 4.665, 1.417], [-3.963, 5.396, 2.869], [-2.979, 4.455, 1.732], [2.940, -3.012, 3.757], [2.217, -3.882, 2.362], [0.888, -4.381, 2.813], [3.335, -5.287, 2.408], [2.356, -2.109, 3.923], [2.906, -3.647, 4.642], [3.967, -2.738, 3.517], [3.276, -5.771, 3.383], [4.350, -4.943, 2.209], [3.025, -5.981, 1.630], [-0.735, -2.929, -2.884], [-0.463, -4.700, -2.932], [0.996, -4.932, -2.722], [-0.752, -4.901, -4.690], [-0.559, -2.584, -1.869], [-0.045, -2.435, -3.569], [-1.766, -2.712, -3.158], [-0.054, -4.282, -5.251], [-1.779, -4.631, -4.933], [-0.585, -5.947, -4.936], [-4.302, 1.260, 5.711], [-3.676, 1.022, 4.044], [-3.335, 2.368, 3.513], [-5.247, 0.552, 3.311], [-3.476, 1.601, 6.330], [-5.092, 2.012, 5.700], [-4.680, 0.312, 6.094], [-5.973, 1.350, 3.463], [-5.595, -0.375, 3.767], [-5.082, 0.397, 2.247], [2.179, -7.262, -8.679], [1.318, -6.778, -7.178], [0.592, -5.519, -7.490], [2.777, -6.323, -6.235], [1.430, -7.541, -9.416], [2.766, -6.422, -9.048], [2.822, -8.116, -8.467], [3.322, -5.541, -6.765], [3.405, -7.203, -6.095], [2.445, -5.951, -5.266]],
  "mulliken_charge": [-1.23, 0.03, -0.41, -0.19, 0.77, -0.59, -0.34, 0.33, 0.33, 0.34, 0.46, -0.02, 0.26, 0.27, -0.92, 0.62, -0.70, -0.95, 0.31, 0.36, 0.30, 0.35, 0.33, 0.31, 0.09, 0.56, -0.65, -0.87, -0.16, -0.19, 0.32, 0.29, 0.31, 0.31, -1.03, 0.53, -0.62, -0.97, 0.34, 0.31, 0.37, 0.39, 0.40, 0.29, -0.94, 0.67, -0.63, -1.03, 0.25, 0.36, 0.36, 0.30, 0.36, 0.34, -0.64, 0.49, -0.64, -0.84, -0.01, 0.36, 0.33, 0.27, 0.43, 0.22, -1.04, 0.53, -0.57, -1.08, 0.32, 0.32, 0.38, 0.39, 0.41, 0.31, -0.98, 0.52, -0.61, -0.78, 0.33, 0.30, 0.36, 0.30, 0.37, 0.19],
  "multiplicity": 1,
  "fmax_ev_per_a": 1.41,
  "e_homo_ev": -8.2
}

***

2.
{
  "formula": "C17H50BCl3F2I2N8O6P4ScSi",
  "method": "ωB97M-V with the def2-TZVPD basis set",
  "species": ["Sc", "C", "N", "C", "P", "O", "O", "P", "O", "N", "C", "C", "N", "C", "C", "N", "C", "C", "H", "H", "H", "H", "H", "H", "H", "H", "H", "H", "H", "H", "H", "H", "H", "H", "H", "H", "H", "H", "H", "H", "H", "H", "I", "C", "I", "H", "H", "C", "N", "C", "P", "O", "O", "P", "O", "N", "C", "C", "N", "C", "C", "N", "C", "C", "H", "H", "H", "H", "H", "H", "H", "H", "H", "H", "H", "H", "H", "H", "H", "H", "H", "H", "H", "H", "H", "H", "H", "H", "F", "B", "F", "Cl", "Si", "Cl", "Cl"],
  "coordinates": [[0.773, -0.588, -0.286], [0.587, 4.861, -1.221], [0.057, 3.963, -0.208], [-1.189, 4.409, 0.402], [0.838, 2.734, 0.537], [0.184, 1.396, 0.370], [2.272, 2.811, -0.176], [3.092, 1.709, -1.035], [2.164, 0.575, -1.361], [3.576, 2.371, -2.438], [2.847, 2.202, -3.690], [4.598, 3.411, -2.460], [4.390, 1.430, -0.124], [5.295, 0.367, -0.565], [4.734, 2.031, 1.158], [1.021, 3.094, 2.108], [0.474, 2.322, 3.217], [1.568, 4.395, 2.473], [-0.178, 5.036, -1.980], [1.453, 4.424, -1.707], [0.869, 5.825, -0.786], [-1.968, 4.482, -0.359], [-1.071, 5.387, 0.879], [-1.524, 3.697, 1.157], [2.213, 1.323, -3.632], [3.567, 2.062, -4.497], [2.232, 3.077, -3.919], [5.155, 3.412, -1.526], [4.155, 4.400, -2.608], [5.293, 3.218, -3.278], [4.951, -0.064, -1.504], [5.306, -0.430, 0.181], [6.303, 0.764, -0.700], [5.698, 2.539, 1.076], [4.797, 1.255, 1.920], [3.979, 2.749, 1.462], [0.092, 1.374, 2.855], [-0.324, 2.891, 3.703], [1.258, 2.108, 3.945], [1.959, 4.907, 1.594], [2.386, 4.267, 3.184], [0.803, 5.026, 2.932], [2.724, -2.733, -1.126], [2.140, -4.302, 0.421], [2.323, -0.532, 2.102], [2.586, -3.794, 1.291], [2.901, -5.047, 0.133], [-4.938, -2.174, -1.161], [-3.991, -1.073, -1.026], [-4.607, 0.243, -1.181], [-2.640, -1.118, -0.097], [-1.513, -0.352, -0.730], [-2.443, -2.692, 0.046], [-1.067, -3.406, 0.613], [-0.044, -2.336, 0.420], [-1.308, -3.756, 2.171], [-0.264, -3.520, 3.170], [-2.404, -4.617, 2.590], [-1.087, -4.748, -0.294], [-0.982, -4.592, -1.747], [-0.517, -6.008, 0.185], [-2.864, -0.595, 1.450], [-2.613, 0.796, 1.809], [-3.932, -1.204, 2.235], [-5.388, -2.123, -2.154], [-5.740, -2.111, -0.419], [-4.432, -3.128, -1.064], [-5.018, 0.333, -2.187], [-3.868, 1.029, -1.049], [-5.417, 0.389, -0.459], [0.517, -2.893, 2.752], [0.181, -4.468, 3.482], [-0.703, -3.024, 4.038], [-3.121, -4.744, 1.779], [-2.914, -4.169, 3.445], [-2.044, -5.605, 2.888], [-1.505, -3.694, -2.074], [-1.449, -5.453, -2.226], [0.067, -4.529, -2.048], [-0.605, -6.079, 1.266], [0.545, -6.061, -0.072], [-1.080, -6.826, -0.267], [-1.815, 1.193, 1.189], [-2.301, 0.839, 2.854], [-3.514, 1.409, 1.697], [-4.061, -2.250, 1.963], [-4.887, -0.685, 2.098], [-3.667, -1.158, 3.292], [-0.151, 2.316, -2.651], [-1.255, 1.620, -2.873], [-2.396, 2.185, -2.519], [0.173, -1.384, -3.058], [-1.115, -0.063, -3.962], [-0.289, 0.463, -5.749], [-2.890, -0.991, -4.276]],
  "mulliken_charge": [-0.43, -0.91, 0.98, -1.09, -1.35, 2.40, -0.70, -0.76, 0.03, 0.53, -0.84, -1.09, 0.82, -1.13, -0.85, 1.06, -0.65, -1.18, 0.31, 0.09, 0.30, 0.34, 0.33, 0.21, 0.04, 0.38, 0.28, 0.29, 0.32, 0.34, 0.34, 0.32, 0.35, 0.32, 0.31, 0.14, -0.13, 0.27, 0.29, 0.25, 0.41, 0.38, -0.04, -0.93, -0.39, 0.13, 0.36, -0.94, 0.63, -0.98, -0.91, 0.52, -0.47, -1.55, 1.19, 1.09, -0.75, -1.22, 0.68, -0.74, -1.00, 0.85, -0.59, -1.02, 0.38, 0.28, 0.19, 0.39, 0.12, 0.26, -0.04, 0.26, 0.24, 0.30, 0.35, 0.41, 0.04, 0.37, 0.21, 0.30, 0.27, 0.36, -0.34, 0.53, 0.25, 0.27, 0.29, 0.34, 0.50, -0.35, -0.07, 0.06, 0.24, -0.34, -0.28],
  "charge": 1,
  "multiplicity": 1,
  "e_above_lowest_kcal_mol": 20.4,
  "fmax_ev_per_a": 0.61,
  "e_homo_ev": -8.5
}